{"formula": "C4H3N2O2S", "method": "ωB97M-V/def2-TZVPD", "multiplicity": 1, "relative_energy_kj_mol": 521.2, "orbital_gap_ev": [6.34, 6.34], "e_homo_ha": [-0.1051, -0.1051], "total_charge": -1, "species": ["S", "O", "O", "N", "N", "C", "C", "C", "C", "H", "H", "H"], "positions_angstrom": [[1.0243, -0.7325, 0.7394], [0.9293, -1.4943, -2.0011], [1.3734, 2.5929, -0.4949], [-2.4939, -1.1806, 1.7276], [1.7368, 0.5509, -1.3511], [1.2725, -0.6489, -1.2136], [-1.6227, -0.4057, 1.3584], [-0.5540, -0.9323, 0.5035], [1.5344, 1.3955, -0.2140], [-3.3604, -0.8120, 2.0642], [1.7622, 0.9806, -2.3348], [-1.6020, 0.6864, 1.2164]], "lowdin_charge": [0.916, 0.009, -0.120, 0.003, -0.017, -0.708, -0.464, -0.453, -0.445, 0.006, 0.172, 0.101]}



{"formula": "C2H3FMgO2P", "method": "ωB97M-V/def2-TZVPD", "multiplicity": 1, "orbital_gap_ev": [5.19, 5.19], "e_homo_ha": [-0.0845, -0.0845], "total_charge": -1, "species": ["P", "Mg", "F", "O", "O", "C", "C", "H", "H", "H"], "positions_angstrom": [[-1.6152, 2.4699, 0.6130], [0.2944, 0.8262, 0.8663], [0.2175, 2.8722, 1.0939], [0.3537, 0.2716, -1.0237], [0.4673, -1.0482, 1.3782], [0.6331, -1.7102, 0.2162], [0.4947, -1.0762, -0.9741], [-2.1867, 1.8011, -0.5107], [0.9218, -2.7696, 0.2557], [0.4195, -1.6367, -1.9147]], "lowdin_charge": [0.566, 0.620, -0.638, -0.346, -0.334, -0.391, -0.376, -0.247, 0.072, 0.073]}



{"formula": "C22H43BBrN5O8P", "method": "ωB97M-V/def2-TZVPD", "multiplicity": 1, "orbital_gap_ev": 8.86, "e_homo_ha": -0.4218, "total_charge": 1, "species": ["Br", "P", "O", "O", "O", "O", "O", "O", "O", "O", "N", "N", "N", "N", "N", "C", "C", "C", "C", "C", "C", "C", "C", "C", "C", "C", "C", "C", "C", "C", "C", "C", "C", "C", "C", "C", "C", "B", "H", "H", "H", "H", "H", "H", "H", "H", "H", "H", "H", "H", "H", "H", "H", "H", "H", "H", "H", "H", "H", "H", "H", "H", "H", "H", "H", "H", "H", "H", "H", "H", "H", "H", "H", "H", "H", "H", "H", "H", "H", "H", "H"], "positions_angstrom": [[1.3376, 5.0319, -1.1819], [-0.4943, -3.5699, -0.6223], [-2.7728, 0.4644, 3.9667], [-2.6442, 4.7192, 2.7422], [7.3670, -3.1045, -1.3160], [1.8200, -2.3184, -3.2448], [-5.3961, 1.5920, -0.1662], [-1.3551, 5.6726, 1.1574], [2.6587, -3.0677, -1.1192], [-6.6518, 2.5494, 1.4277], [-1.1986, -0.4028, -0.8606], [0.7287, 0.0055, -1.8598], [-1.8122, -4.0214, -1.2964], [0.3453, -2.2360, -1.2871], [-1.1170, 0.9449, -1.1530], [-0.0591, -0.9435, -1.3342], [8.1373, -3.6675, -2.0615], [-5.8632, 1.7184, 1.1130], [3.3372, -2.2013, -0.1676], [1.3828, 3.1095, -0.9859], [-2.1432, 2.5339, 0.5200], [7.6982, -4.8217, -2.9284], [-2.8916, 3.8858, 0.5405], [4.6881, -2.8015, 0.2001], [9.5827, -3.2531, -2.1687], [-2.3753, -0.9272, -0.1560], [0.0626, 1.1365, -1.7298], [-3.6098, -1.1991, -1.0292], [-2.1625, 1.9355, -0.8881], [0.5916, 2.4645, -2.1446], [-2.3017, 4.7836, 1.6043], [-5.6804, 0.3429, -0.8335], [-2.0402, 1.2221, 6.0963], [-4.8976, -0.8399, -0.2551], [-3.0204, 1.1216, 4.9569], [-4.3111, 1.8808, 5.1133], [2.8212, 2.6175, -0.9348], [1.7038, -2.5232, -1.9118], [-1.7615, 2.2650, 6.2549], [-2.0765, -1.7822, 0.4406], [8.2817, -5.7120, -2.6896], [1.2570, 2.2950, -2.9919], [-2.1163, 2.6830, -1.6775], [-2.4955, 0.8501, 7.0152], [-0.2057, 3.1179, -2.4947], [7.8615, -4.5829, -3.9806], [-1.1512, 0.6379, 5.8721], [9.7766, -2.4186, -1.4997], [-0.4597, 5.3487, 1.3091], [-4.9371, 1.7342, 4.2359], [5.5069, -2.1009, 0.0642], [-3.5230, -0.5768, -1.9239], [4.6858, -3.1838, 1.2190], [-5.5574, -1.7086, -0.2441], [3.2892, 2.7601, -1.9103], [-6.7555, 0.1624, -0.8170], [-2.0736, -3.4701, -2.1038], [-5.4019, 1.0339, 1.8440], [-2.6869, 1.8397, 1.1621], [-3.6492, -2.2461, -1.3123], [10.2321, -4.0888, -1.9033], [-2.8689, 4.3624, -0.4399], [2.6331, -1.8660, -3.4920], [6.6432, -5.0270, -2.7637], [4.8899, -3.6351, -0.4704], [-1.1186, 2.6380, 0.8815], [0.8848, 2.8507, -0.0508], [-5.3741, 0.5175, -1.8640], [3.3903, 3.1614, -0.1854], [2.6977, -2.1487, 0.7190], [-4.6596, -0.6563, 0.7945], [-4.1012, 2.9453, 5.2284], [3.4389, -1.1973, -0.5861], [-2.6442, -0.1557, 0.5668], [-4.8488, 1.5363, 5.9976], [-3.9355, 3.7292, 0.8082], [0.5310, -4.5189, -0.6336], [9.8128, -2.9584, -3.1938], [-3.1204, 1.4305, -1.0131], [2.8299, 1.5472, -0.7164], [-0.5848, -3.2457, 0.7434]], "lowdin_charge": [0.778, 0.741, 0.032, 0.155, 0.056, 0.223, -0.081, 0.062, 0.062, 0.139, 0.082, 0.240, -0.243, -0.006, 0.054, -0.279, -0.493, -0.342, -0.193, -0.757, -0.118, -0.019, -0.073, -0.053, -0.020, -0.099, -0.244, -0.147, -0.079, -0.143, -0.506, -0.150, -0.019, -0.146, -0.501, -0.010, -0.131, -0.770, 0.090, 0.095, 0.089, 0.134, 0.135, 0.090, 0.098, 0.087, 0.081, 0.082, 0.084, 0.065, 0.067, 0.113, 0.081, 0.124, 0.088, 0.133, -0.016, 0.137, 0.102, 0.087, 0.089, 0.127, 0.130, 0.077, 0.075, 0.116, 0.075, 0.124, 0.078, 0.118, 0.103, 0.093, 0.111, 0.109, 0.093, 0.114, 0.036, 0.087, 0.107, 0.069, 0.020]}



{"formula": "C2H26N2O10", "method": "ωB97M-V/def2-TZVPD", "multiplicity": 1, "relative_energy_kj_mol": 98.6, "smiles": "N/C=C/N.O.O.O.O.O.O.O.O.O.O", "orbital_gap_ev": 7.98, "e_homo_ha": -0.2903, "total_charge": 0, "species": ["O", "O", "O", "O", "O", "O", "O", "O", "O", "O", "N", "N", "C", "C", "H", "H", "H", "H", "H", "H", "H", "H", "H", "H", "H", "H", "H", "H", "H", "H", "H", "H", "H", "H", "H", "H", "H", "H", "H", "H"], "positions_angstrom": [[-2.6361, 3.4708, -0.0956], [2.0920, 2.4277, -0.6085], [-1.5063, -1.0862, -2.3468], [-1.8156, 1.0681, 3.7403], [-2.7723, -2.1387, 0.7741], [1.0707, -3.6785, 1.0694], [0.0382, -0.9014, 2.8883], [-0.1243, 2.3255, -3.0559], [4.2381, 0.9389, -0.6916], [-0.1687, -3.0111, -1.1371], [2.1270, -0.7729, -0.1012], [-1.1521, 0.9942, -0.3202], [0.0115, 0.5650, 0.4033], [0.8985, -0.1392, -0.3259], [-1.1446, -1.9018, -1.8595], [-0.7387, 1.6234, -2.8168], [4.2382, 0.4001, -1.4783], [-0.4667, 3.1368, -2.6337], [0.1758, 0.9000, 1.3788], [1.9333, -3.2764, 0.8557], [-3.2412, 3.1745, -0.7763], [-1.2567, 0.4940, -1.2029], [2.6642, -0.8645, -0.9411], [0.8512, -3.1580, 1.8567], [-2.0283, 1.5261, 2.9279], [2.4683, 3.2803, -0.3502], [0.7933, -0.5180, 3.3516], [3.6520, 1.7127, -0.6867], [-1.9975, 0.9054, 0.2331], [-2.7633, -1.4685, 0.0785], [2.6908, -0.3218, 0.6058], [-1.1531, 0.3704, 3.6472], [0.5344, -0.5284, -1.2890], [-1.7636, 3.0558, -0.1761], [-2.3595, -1.6549, 1.5011], [0.3660, -3.0283, -0.3055], [-0.8146, -3.7207, -1.1683], [-1.9499, -1.5231, -3.0840], [0.2666, -0.8220, 1.9442], [1.4088, 2.6649, -1.2630]], "lowdin_charge": [-0.079, -0.051, -0.109, -0.063, -0.050, -0.045, -0.064, -0.053, -0.079, -0.075, 0.055, 0.021, -0.208, -0.221, 0.012, 0.013, 0.029, 0.049, 0.083, 0.059, 0.028, 0.028, 0.071, 0.048, 0.017, 0.073, 0.072, -0.009, 0.073, 0.012, 0.081, -0.015, 0.106, -0.007, 0.024, 0.007, 0.065, 0.050, 0.002, 0.051]}



The evaluated maximum force for the records listed, in turn: 5.084, 2.808, 0.770, 3.141 eV/A.
The evaluated E_tot for the records listed, in turn: -22103.337, -23669.576, -127345.557, -25950.315 eV.